C4H7NO2S | ωB97M-V with the def2-TZVPD basis set

Properties
Highest occupied orbital energy = -9.5 eV
DFT total energy = -759.96993 Eh
SMILES = C[C@H]1S[C@@H]1C(=O)NO
Energy above the lowest of the compared OMol25 structures with the same formula, charge and spin = 2.901 eV

Last column: natural (NBO) charge in e.
Element x y z (Å)
C1 1.950 -0.352 -1.533  -0.62
C2 0.663 0.204 -0.985  -0.29
C3 -0.198 -0.689 -0.101  -0.38
C4 -0.838 -0.253 1.162  0.61
H1 2.358 0.326 -2.338  0.22
H2 1.845 -1.320 -1.978  0.22
H3 2.608 -0.353 -0.665  0.22
H4 0.845 1.280 -0.714  0.23
H5 0.095 -1.754 -0.064  0.26
H6 -2.236 1.086 0.306  0.40
H7 -1.480 0.939 2.917  0.49
N1 -2.029 0.431 1.111  -0.32
O1 -0.377 -0.554 2.269  -0.61
O2 -2.271 1.159 2.316  -0.56
S1 -0.935 -0.150 -1.702  0.13



C4H7NO3 | ωB97M-V with the def2-TZVPD basis set

Properties
Highest occupied orbital energy (alpha / beta) = 0.3 / -4.4 eV
Expectation value of S² = 0.753
Total charge = -1
DFT total energy = -437.03702 Eh
Multiplicity = 2
Energy above the lowest of the compared OMol25 structures with the same formula, charge and spin = 1.318 eV

Last column: natural (NBO) charge in e.
Element x y z (Å)
C1 0.519 0.908 -0.827  0.50
N1 1.224 0.602 0.416  -0.53
C2 0.959 1.617 1.405  -0.43
C3 0.525 -0.724 0.773  -0.35
C4 -0.637 -1.149 -0.016  0.49
O1 -0.273 -1.727 -1.264  -0.79
O2 -1.860 -1.105 0.284  -0.78
O3 -0.383 1.714 -0.903  -0.62
H1 0.979 0.439 -1.676  0.12
H2 1.543 1.404 2.319  0.17
H3 1.299 2.627 1.172  0.19
H4 -0.055 1.638 1.816  0.18
H5 1.285 -1.475 0.505  0.19
H6 0.301 -0.714 1.839  0.18
H7 -1.099 -1.822 -1.753  0.47



C4H7NO3 | ωB97M-V with the def2-TZVPD basis set

Properties
Highest occupied orbital energy (alpha / beta) = -3.8 / -3.8 eV
Expectation value of S² = 0.757
Total charge = -1
DFT total energy = -436.99782 Eh
Multiplicity = 2
Energy above the lowest of the compared OMol25 structures with the same formula, charge and spin = 2.385 eV

Last column: natural (NBO) charge in e.
Element x y z (Å)
O1 1.107 -0.545 -2.135  -0.67
C1 0.366 -0.285 -1.138  0.54
N1 0.437 -0.947 0.127  -0.68
C2 -0.296 -0.478 1.380  0.57
O2 0.482 -0.859 2.367  -0.85
C3 -0.522 0.824 -1.290  -0.14
C4 -1.498 1.201 -0.184  -0.11
O3 -0.793 0.833 0.982  -0.62
H1 1.315 -1.354 0.488  0.41
H2 -1.323 -1.015 1.418  0.02
H3 3.686 0.464 -1.170  -0.02
H4 -0.424 1.430 -2.182  0.18
H5 -2.548 0.774 -0.214  0.17
H6 -1.554 2.382 -0.295  0.17
H7 3.120 0.930 -1.249  0.02



C4H7NO3 | ωB97M-V with the def2-TZVPD basis set

Properties
Highest occupied orbital energy = -9.9 eV
DFT total energy = -436.92870 Eh
SMILES = O=C(NO)OC1CC1
Energy above the lowest of the compared OMol25 structures with the same formula, charge and spin = 5.842 eV

Last column: natural (NBO) charge in e.
Element x y z (Å)
C1 -1.190 0.568 -0.099  0.86
C2 1.076 0.303 -0.484  0.08
C3 1.750 0.337 0.794  -0.43
C4 2.095 -0.821 -0.216  -0.42
H1 -3.599 -1.365 -0.486  0.47
H2 -3.222 0.977 0.203  0.40
H3 1.135 1.010 -1.295  0.23
H4 1.286 -0.067 1.600  0.23
H5 2.609 0.964 1.312  0.23
H6 1.836 -1.728 0.008  0.20
H7 2.841 -0.785 -1.168  0.21
N1 -2.514 0.312 -0.053  -0.36
O1 -2.914 -1.058 0.294  -0.57
O2 -0.965 1.721 -0.106  -0.63
O3 -0.223 -0.367 -0.304  -0.50



C4H7NO3 | ωB97M-V with the def2-TZVPD basis set

Properties
Highest occupied orbital energy = -10.0 eV
DFT total energy = -437.09417 Eh
SMILES = C[C@@H](C=O)NC(=O)O
Energy above the lowest of the compared OMol25 structures with the same formula, charge and spin = 1.339 eV

Last column: natural (NBO) charge in e.
Element x y z (Å)
O1 0.283 2.609 0.978  -0.51
C1 0.452 1.638 0.289  0.44
C2 -0.779 0.806 -0.095  -0.15
C3 -1.546 0.395 1.147  -0.63
N1 -0.386 -0.343 -0.958  -0.66
C4 0.511 -1.264 -0.474  0.88
O2 0.766 -2.307 -1.314  -0.68
O3 1.077 -1.188 0.583  -0.61
H1 1.456 1.256 0.060  0.14
H2 -1.444 1.255 -0.838  0.23
H3 -2.630 0.413 1.000  0.21
H4 -1.473 1.086 1.982  0.24
H5 -1.305 -0.608 1.479  0.23
H6 -1.004 -0.701 -1.657  0.39
H7 0.473 -2.102 -2.195  0.48



C4H7NO3 | ωB97M-V with the def2-TZVPD basis set

Properties
Highest occupied orbital energy = -10.0 eV
DFT total energy = -437.04173 Eh
SMILES = O=CN1CC1.O=CO
Energy above the lowest of the compared OMol25 structures with the same formula, charge and spin = 2.766 eV

Last column: natural (NBO) charge in e.
Element x y z (Å)
C1 0.767 1.229 1.162  0.55
C2 1.004 -0.567 -0.806  -0.20
C3 2.356 -0.554 -0.058  -0.22
C4 -2.883 -0.468 -0.378  0.66
N1 1.246 0.183 0.403  -0.44
O1 -0.398 1.599 1.032  -0.65
O2 -1.940 -1.247 -0.488  -0.65
O3 -2.832 0.740 0.093  -0.68
H1 1.050 -0.091 -1.833  0.20
H2 0.345 -1.406 -0.733  0.24
H3 2.621 -1.385 0.544  0.21
H4 3.100 0.013 -0.642  0.20
H5 -3.844 -0.786 -0.598  0.10
H6 1.285 1.728 1.952  0.16
H7 -1.876 1.012 0.350  0.53



C4H7NO3S2 | ωB97M-V with the def2-TZVPD basis set

Properties
Highest occupied orbital energy = -8.4 eV
DFT total energy = -1233.35594 Eh
Energy above the lowest of the compared OMol25 structures with the same formula, charge and spin = 2.559 eV

Last column: natural (NBO) charge in e.
Element x y z (Å)
C1 -1.346 -0.785 0.639  -0.07
C2 -0.654 -1.917 0.583  -0.40
C3 0.839 -0.221 -0.700  -0.55
C4 -1.627 0.773 -1.095  -0.44
N1 -0.817 0.318 -0.057  -0.35
O1 3.355 0.138 0.300  -0.92
O2 1.893 2.132 0.033  -0.91
O3 1.410 0.333 1.700  -0.88
S1 0.924 -1.885 -0.282  0.33
S2 2.044 0.733 0.259  2.31
H1 -2.372 -0.607 0.969  0.24
H2 -0.951 -2.822 1.139  0.25
H3 1.094 0.152 -1.761  0.26
H4 -2.156 0.046 -1.729  0.18
H5 -2.429 1.288 -0.533  0.21
H6 -1.218 1.549 -1.756  0.22
H7 2.009 0.775 2.292  0.49



C4H7NO4 | ωB97M-V with the def2-TZVPD basis set

Properties
Highest occupied orbital energy = -10.0 eV
DFT total energy = -512.16862 Eh
SMILES = O=C1CC[C@H]1O.O=NO
Energy above the lowest of the compared OMol25 structures with the same formula, charge and spin = 5.819 eV

Last column: natural (NBO) charge in e.
Element x y z (Å)
C1 -1.482 -0.729 -0.253  -0.42
C2 -1.439 0.666 -1.020  -0.52
C3 -0.988 -0.081 1.008  0.02
C4 -0.426 1.044 0.073  0.62
N1 3.525 -0.022 0.076  0.34
O1 2.330 0.026 -0.660  -0.61
O2 4.064 -1.061 0.171  -0.28
O3 -0.117 -0.859 1.768  -0.70
O4 0.493 1.791 -0.104  -0.57
H1 -2.430 -1.214 -0.082  0.22
H2 -0.682 -1.347 -0.465  0.21
H3 -0.977 0.734 -1.923  0.23
H4 -2.389 1.119 -1.025  0.24
H5 -1.938 0.241 1.629  0.22
H6 0.539 -1.294 1.260  0.48
H7 1.916 0.986 -0.453  0.52



Q: Which formula does entry 8 have?
A: C4H7NO4



Q: The highest DFT total energy belongs to which entry?
A: number 4



Q: energy above the lowest of the compared OMol25 structures with the same formula, charge and spin of number 7 (C4H7NO3S2)?
A: 2.559 eV



Q: Among the records above, which one has the lowest DFT total energy?
A: C4H7NO3S2